A single C9H11NO5 molecule. Source: the Open Molecules 2025 dataset; level of theory: ωB97M-V/def2-TZVPD.

Calculated values
- Electronic energy: -21237.56968 eV
- Charge: 0
- Frontier orbital gap: 10.20 eV
- Structure (SMILES): C[C@@]12OC(=O)C[C@@H]1C(=O)N[C@]2(C=O)CO
- Energy relative to the best compared isomer or geometry (same formula, charge and spin): 44.3 kcal per mole
- Lowest unoccupied orbital energy: -0.041 eV

```
26
Properties=species:S:1:pos:R:3:forces:R:3
C 0.020716 -1.186764 2.000968 2.1 0.5 -1.2
C -0.360143 -0.563086 0.620337 4.0 1.3 1.1
O -0.896204 -1.508776 -0.220011 1.2 -1.7 0.3
C -2.002419 -1.095566 -0.786175 -3.1 0.4 -2.2
O -2.631378 -1.714275 -1.626152 1.2 0.5 1.5
C -2.322559 0.328551 -0.332405 -0.6 0.2 -2.0
C -1.282551 0.601556 0.729619 0.3 1.0 0.1
C -0.431087 1.908167 0.557159 -2.0 -3.2 -0.3
O -0.879789 2.960593 0.826854 -0.3 2.8 0.5
N 0.707473 1.544050 -0.003456 4.7 3.0 -1.8
C 1.084244 0.197548 -0.197005 -4.2 -1.7 -1.2
C 2.289186 -0.197280 0.513897 0.4 -1.1 1.4
O 2.951901 -1.202956 0.316243 -0.6 1.7 0.1
C 1.009751 -0.168377 -1.672459 -1.5 -0.8 -1.7
O 2.028446 0.460394 -2.409743 3.4 -0.8 -0.3
H 0.902528 -1.893652 1.898467 -1.4 0.4 0.0
H -0.908793 -1.646371 2.198262 -0.7 -1.0 1.2
H 0.360829 -0.477779 2.812559 -0.8 -0.3 -1.1
H -2.182264 0.884982 -1.332507 -0.2 -0.3 1.7
H -3.406719 0.400414 -0.079016 1.0 0.1 0.0
H -1.695400 0.677359 1.716187 -0.5 -0.1 0.5
H 1.410655 2.274190 -0.439618 -2.2 -1.6 1.4
H 2.326465 0.494768 1.408809 1.1 -0.6 -0.2
H 0.050263 0.175023 -2.230805 1.3 0.1 1.5
H 0.884419 -1.249377 -1.882072 0.9 0.2 0.5
H 2.972427 -0.003348 -2.387936 -3.3 1.1 0.3
```
Forces are in eV/Å.



C31H31N3P2SSn as an isolated structure. Source: the Open Molecules 2025 dataset; level of theory: ωB97M-V/def2-TZVPD.

Calculated values
- Electronic energy: -72351.65648 eV
- Charge: +2
- Frontier orbital gap: 6.32 eV
- Energy relative to the best compared isomer or geometry (same formula, charge and spin): 14.8 kcal per mole
- Lowest unoccupied orbital energy: -7.011 eV

```
69
Properties=species:S:1:pos:R:3:forces:R:3
Sn 0.675581 0.051579 -0.288174 0.0 0.1 -0.3
C -0.475158 -5.130742 -0.663496 0.0 0.0 0.0
C -1.712057 -4.658380 -0.244700 0.0 0.0 0.0
C -2.105465 -3.359880 -0.534820 0.0 -0.1 0.0
C -1.254951 -2.529743 -1.260479 0.2 0.3 0.0
C 0.005230 -3.000540 -1.651506 0.0 0.1 0.1
C 0.389949 -4.300588 -1.362970 0.0 -0.1 0.1
P -1.662545 -0.813112 -1.725296 -0.6 -0.5 -0.1
C -2.116153 -0.861739 -3.488474 0.2 0.2 0.1
C -2.645643 0.316803 -4.020165 0.1 0.0 0.0
C -3.034442 0.367647 -5.347244 0.0 0.0 0.0
C -2.876067 -0.751322 -6.156010 0.1 0.0 0.0
C -2.320277 -1.911095 -5.636589 0.0 -0.1 -0.1
C -1.935471 -1.973347 -4.303959 0.0 0.0 0.1
C -3.276940 -0.528133 -0.922261 0.3 0.3 0.2
C -4.458080 -0.893340 -1.568387 0.1 0.0 0.0
C -5.686702 -0.723245 -0.956068 -0.1 -0.1 -0.1
C -5.754172 -0.185081 0.320114 0.0 0.0 0.1
C -4.596992 0.184175 0.978294 0.1 0.0 0.0
C -3.358660 0.021555 0.360169 -0.4 0.0 -0.1
H -0.183346 -6.149371 -0.445544 0.0 0.0 0.0
H -2.376550 -5.307538 0.309866 0.0 0.0 0.0
H -3.072702 -3.006785 -0.202936 0.0 0.0 0.0
H 0.669434 -2.350045 -2.215149 0.0 -0.1 0.0
H 1.355312 -4.672171 -1.680387 0.0 0.0 0.0
H -2.766560 1.187397 -3.384044 -0.1 0.0 0.0
H -3.465425 1.274557 -5.749856 0.0 0.0 0.0
H -3.181269 -0.720123 -7.193206 0.0 0.0 0.0
H -2.196053 -2.779852 -6.269640 0.0 0.0 0.0
H -1.514014 -2.888575 -3.907806 0.0 0.0 0.0
H -4.406151 -1.314268 -2.563576 -0.1 0.0 0.0
H -6.591679 -1.010553 -1.473345 0.0 0.0 0.0
H -6.710433 -0.047063 0.806192 0.0 0.0 0.0
H -4.641986 0.604520 1.975513 0.0 0.0 0.0
S -2.029567 1.630029 3.520644 0.2 0.1 0.2
C -2.123995 0.955614 2.135173 -0.1 -0.2 -0.3
N -2.189435 0.424480 1.040447 0.4 0.0 0.1
C 1.159155 0.036042 -4.189246 0.1 0.0 0.0
C 2.295832 -0.328249 -3.302771 -0.1 0.1 -0.2
N 2.277267 -0.430116 -1.978311 -0.3 0.2 0.5
C 3.548766 -0.822841 -1.581588 0.2 -0.1 0.0
C 4.329456 -0.957898 -2.678526 0.0 0.0 0.1
N 3.522928 -0.642538 -3.747939 0.0 0.0 0.1
H 0.287227 0.307169 -3.597490 0.0 0.0 -0.1
H 0.886349 -0.803209 -4.831523 0.0 0.0 0.0
H 1.421091 0.875091 -4.834339 0.0 0.0 0.0
H 3.800500 -0.997210 -0.549195 0.0 0.0 0.0
H 5.360115 -1.245576 -2.788294 0.0 0.0 0.0
H 3.811508 -0.641216 -4.713882 0.0 0.0 0.0
C 4.544761 0.438096 1.885641 -0.1 -0.1 -0.1
P 2.709556 0.467985 1.970432 0.5 0.1 0.3
C 2.469609 0.188666 3.761124 -0.1 0.0 -0.2
C 2.365484 2.230957 1.662038 -0.1 -0.3 -0.1
C 1.923227 3.154112 2.602894 0.0 -0.1 0.0
C 1.691244 4.469983 2.227055 0.0 0.0 0.0
C 1.888157 4.874820 0.913824 0.0 0.0 0.0
C 2.318382 3.960534 -0.036782 0.0 0.1 -0.1
C 2.545007 2.643225 0.333959 -0.1 -0.1 0.0
H 4.948705 1.074358 2.672594 0.0 0.0 0.0
H 4.903875 0.793609 0.920978 0.0 0.0 0.0
H 4.890533 -0.585021 2.039130 0.0 0.0 0.0
H 2.979431 0.966223 4.330003 0.0 0.0 0.0
H 2.904787 -0.778423 4.012107 0.0 0.0 0.0
H 1.415286 0.166688 4.025344 -0.1 0.0 0.0
H 1.780011 2.862556 3.634726 0.0 0.0 0.0
H 1.361324 5.186009 2.968255 0.0 0.0 0.0
H 1.714437 5.904570 0.632476 0.0 0.0 0.0
H 2.494861 4.275842 -1.056748 0.0 0.0 0.0
H 2.934267 1.935360 -0.398183 0.1 0.1 0.0
```
Forces are in eV/Å.



C27H41NP2Pt as an isolated structure. Source: the Open Molecules 2025 dataset; level of theory: ωB97M-V/def2-TZVPD.

Calculated values
- Electronic energy: -51964.00226 eV
- Charge: 0
- Frontier orbital gap (alpha / beta): 4.04 / 4.78 eV
- Multiplicity: 3
- Energy relative to the best compared isomer or geometry (same formula, charge and spin): 144.0 kcal per mole
- Lowest unoccupied orbital energy (alpha / beta): -0.352 / -0.492 eV

```
72
Properties=species:S:1:pos:R:3:forces:R:3
P -0.188917 -2.290108 -3.331779 -1.0 -0.1 -0.7
P 0.437317 1.247708 -3.066051 0.1 1.3 -2.9
C -0.286403 -1.081629 -4.711733 -0.6 -0.5 -1.5
C 0.552116 0.184574 -4.598020 0.6 -0.8 -0.1
H -1.338104 -0.875030 -4.921414 -0.1 0.3 0.2
H 0.023137 -1.703825 -5.561404 0.2 0.6 -0.4
H 1.602967 -0.027826 -4.792636 0.1 -0.2 0.2
H 0.271397 0.873558 -5.407343 -0.1 0.0 0.4
C -1.263271 1.798527 -3.445539 -0.4 0.6 0.2
H -1.628859 2.493670 -2.679245 0.1 0.0 -0.4
H -1.996098 0.979633 -3.516361 0.6 0.3 0.0
H -1.211333 2.281080 -4.433463 0.0 0.0 0.4
C 1.481402 2.606326 -3.601681 -0.4 0.3 -0.6
H 1.002109 2.954944 -4.531923 0.7 0.3 0.3
H 2.491405 2.198246 -3.785119 -0.4 0.4 0.1
H 1.478510 3.376672 -2.807907 0.2 -0.3 -0.7
C -1.137669 -3.721984 -3.903757 0.3 -0.1 -1.0
H -1.058990 -4.534316 -3.150022 -0.1 0.5 -0.7
H -0.650495 -3.990119 -4.862618 -0.7 -0.5 0.3
H -2.192385 -3.416434 -4.052376 0.5 -0.3 0.0
C 1.516904 -2.787891 -3.690441 0.4 -0.3 -0.2
H 2.201373 -1.930355 -3.702150 -0.5 -0.5 -0.4
H 1.479544 -3.223499 -4.684822 0.2 -0.3 -0.1
H 1.885963 -3.490093 -2.936674 -0.1 0.0 -0.4
Pt 1.241015 0.002177 2.343116 1.5 1.0 -2.3
C 0.905457 1.185879 -1.362181 -0.9 -1.4 3.7
C -0.516259 0.804242 -0.983489 0.2 1.4 3.0
C -1.365409 -0.286865 -1.468653 -1.6 0.9 -0.7
C -1.687570 -1.663902 -0.877730 0.4 -0.1 -1.1
C -0.562897 -2.677149 -1.291743 2.7 1.1 2.6
C 0.838555 -2.367588 -1.155114 -1.0 -0.7 3.6
C 1.538453 -1.139341 -1.572231 1.1 0.9 -0.8
C 2.030053 0.128075 -0.789200 -0.9 0.8 -1.6
C 0.815226 -1.913635 2.464745 0.6 0.1 0.1
H 1.010577 2.257064 -1.065582 0.3 -0.8 -0.2
H -1.026111 1.615239 -0.408711 0.4 -1.0 -0.4
H -1.075176 -0.492988 -2.519460 -0.3 -0.2 0.5
H -2.290011 0.311411 -1.584212 -0.3 -0.9 0.2
H -1.928689 -1.559210 0.182336 0.8 -0.5 0.2
H -2.626736 -2.021948 -1.321551 0.0 0.3 -0.2
H -0.702356 -3.747528 -0.934114 -0.3 1.3 -0.8
H 1.385492 -3.036290 -0.494769 0.3 -0.2 -0.6
H 0.897242 -0.630406 -2.372018 0.8 -1.7 0.8
H 2.424327 -1.436718 -2.140857 0.3 -0.1 0.8
H 2.367628 -0.088056 0.287339 -1.8 0.7 -0.5
H 2.948995 0.591152 -1.170710 0.2 -0.7 -0.6
H 1.593457 -1.819629 3.252433 -0.2 -1.7 0.1
H 1.065786 -2.441945 1.550538 -0.1 -0.4 0.3
H -0.196569 -1.991178 2.852044 0.0 -0.5 -0.1
C -0.137033 4.991118 3.803806 0.1 0.3 -0.2
C 0.074518 4.473297 2.510225 -0.3 -1.0 0.1
C -0.026126 3.080369 2.296026 -0.2 0.7 0.3
C -0.349963 2.257114 3.407277 0.8 -1.4 0.1
C -0.608839 2.810360 4.684113 0.1 0.2 -0.1
C -0.460283 4.177170 4.894662 -0.4 -0.9 -0.4
N -0.240391 0.867488 3.279537 -1.9 1.7 1.2
C -0.455726 0.103210 4.456123 0.3 -0.2 -0.5
C 0.602999 -0.117880 5.350219 -0.7 -0.3 1.0
C 0.358298 -0.831592 6.536510 -0.1 0.4 -0.3
C -0.921965 -1.340839 6.797218 -0.1 -0.1 -0.4
C -1.925950 -1.222205 5.816659 0.1 -0.2 0.6
C -1.677125 -0.550792 4.625656 0.0 0.5 0.3
H -0.061347 6.052940 3.962349 0.1 0.3 0.0
H 0.304066 5.140634 1.658707 -0.1 -0.3 0.7
H 0.150994 2.573902 1.317864 0.0 0.6 0.9
H -0.836715 2.101363 5.492004 0.1 0.7 -0.3
H -0.633072 4.531227 5.918122 0.2 0.3 -0.6
H 1.578116 0.299825 5.106892 -0.2 0.0 0.2
H 1.159180 -0.933592 7.276201 -0.3 -0.1 -0.3
H -1.120207 -1.880706 7.732786 0.1 0.3 -0.5
H -2.919386 -1.636809 6.014016 0.4 0.0 -0.1
H -2.410159 -0.448325 3.817309 0.1 0.0 0.5
```
Forces are in eV/Å.



> Among the records above, which one has the highest charge?

C31H31N3P2SSn